Entry 1:
69
Properties=species:S:1:pos:R:3 method="wB97M-V/def2-TZVPD" e_above_lowest_ev=0.000 homo_energy_ha="-0.4371 / -0.4895" lumo_ev="-4.9 / -9.9" spin_multiplicity=5 s_squared=6.015 charge=+2
Rh 0.26211 -1.14283 -0.81780
C 0.40088 -1.92707 2.76583
As -0.16404 -0.60255 1.39281
C -2.08564 -0.45950 1.60429
C 0.62677 1.07806 2.01532
C 0.35518 2.47565 1.39029
C 1.33357 3.51122 1.98278
C 0.51893 2.53741 -0.17721
As -0.26806 1.09479 -1.23152
C 0.53101 1.61957 -2.97185
C -2.10073 1.60840 -1.76989
C -1.04163 2.86091 1.88250
As -1.65310 4.78119 1.67098
C -2.88705 4.36531 0.11770
C -3.04298 4.74325 3.07325
H 0.47141 -1.44372 3.76595
H 1.36950 -2.34291 2.53881
H -0.27509 -2.79429 2.74981
H -2.31893 -0.00131 2.57691
H -2.43906 -1.50305 1.70708
H -2.56781 0.05418 0.79992
H 1.69353 0.83528 1.91970
H 0.37456 1.16260 3.08024
H 2.39081 3.19371 1.76768
H 1.19924 3.61375 3.06063
H 1.26918 4.49677 1.49732
H 1.59169 2.48790 -0.40937
H 0.15145 3.48348 -0.61639
H 0.34540 2.73493 -3.15542
H 0.02161 1.05915 -3.73513
H 1.57171 1.34032 -2.90846
H -2.04235 2.58569 -2.28546
H -2.71389 1.63544 -0.84835
H -2.41382 0.80294 -2.41659
H -0.98165 2.81327 2.97961
H -1.88000 2.23000 1.57758
H -2.20215 4.18691 -0.70269
H -3.48367 5.25538 -0.04489
H -3.47191 3.49280 0.46322
H -2.52695 4.83226 4.05153
H -3.55506 3.78095 2.99076
H -3.71695 5.61269 2.88032
C 5.15571 -0.21694 -1.91149
N 4.40003 -1.45351 -2.16145
C 4.75452 -2.52650 -2.98158
C 3.82358 -3.47325 -2.80456
N 2.88583 -3.04509 -1.87480
C 3.21182 -1.76604 -1.54287
S 2.49377 -0.60259 -0.40961
H 5.99538 -0.18772 -2.59735
H 5.54864 -0.23520 -0.86197
H 4.46822 0.63613 -2.05483
H 5.65311 -2.37108 -3.54307
H 3.72590 -4.46816 -3.26991
H 2.13821 -3.62939 -1.40896
Br -0.50907 -5.95122 2.47813
C -0.94118 -5.24034 0.75353
C -2.33414 -5.22908 0.43348
C -2.73565 -4.34637 -0.53712
C -1.73344 -3.55442 -1.18692
C -0.39552 -3.78351 -1.02885
C 0.04398 -4.73620 -0.09165
C -2.20307 -2.27182 -1.84987
O -3.42102 -2.08459 -2.02017
O -1.27624 -1.41988 -2.27830
H -3.00923 -5.88087 0.98300
H -3.78924 -4.12007 -0.73388
H 0.29253 -3.28471 -1.78599
H 1.11051 -4.90650 0.07529

Entry 2:
15
Properties=species:S:1:pos:R:3 method="wB97M-V/def2-TZVPD" e_above_lowest_ev=8.551 homo_energy_ha="-0.2179 / -0.2169" lumo_ev="-0.1 / -0.1" charge=0
C -1.08241 0.30418 1.19238
C -2.01316 -1.34063 0.16479
C 0.85568 -1.20372 -0.45897
C 1.26069 1.84225 -0.81290
N -2.16028 -0.61792 1.28135
S -0.72810 -0.09770 -0.49947
H -1.30159 1.26505 1.67736
H -2.71922 -1.91039 -0.18598
H 0.50589 -2.16678 -0.73950
H 1.37308 -0.72006 -1.27697
H 1.08641 -0.97832 0.51781
H 1.24863 2.07396 -1.93039
H 0.49900 2.33806 -0.25564
H 2.13486 1.60537 -0.24961
H -2.62380 -0.77609 2.15710

Copy entry 1 word for word.
69
Properties=species:S:1:pos:R:3 method="wB97M-V/def2-TZVPD" e_above_lowest_ev=0.000 homo_energy_ha="-0.4371 / -0.4895" lumo_ev="-4.9 / -9.9" spin_multiplicity=5 s_squared=6.015 charge=+2
Rh 0.26211 -1.14283 -0.81780
C 0.40088 -1.92707 2.76583
As -0.16404 -0.60255 1.39281
C -2.08564 -0.45950 1.60429
C 0.62677 1.07806 2.01532
C 0.35518 2.47565 1.39029
C 1.33357 3.51122 1.98278
C 0.51893 2.53741 -0.17721
As -0.26806 1.09479 -1.23152
C 0.53101 1.61957 -2.97185
C -2.10073 1.60840 -1.76989
C -1.04163 2.86091 1.88250
As -1.65310 4.78119 1.67098
C -2.88705 4.36531 0.11770
C -3.04298 4.74325 3.07325
H 0.47141 -1.44372 3.76595
H 1.36950 -2.34291 2.53881
H -0.27509 -2.79429 2.74981
H -2.31893 -0.00131 2.57691
H -2.43906 -1.50305 1.70708
H -2.56781 0.05418 0.79992
H 1.69353 0.83528 1.91970
H 0.37456 1.16260 3.08024
H 2.39081 3.19371 1.76768
H 1.19924 3.61375 3.06063
H 1.26918 4.49677 1.49732
H 1.59169 2.48790 -0.40937
H 0.15145 3.48348 -0.61639
H 0.34540 2.73493 -3.15542
H 0.02161 1.05915 -3.73513
H 1.57171 1.34032 -2.90846
H -2.04235 2.58569 -2.28546
H -2.71389 1.63544 -0.84835
H -2.41382 0.80294 -2.41659
H -0.98165 2.81327 2.97961
H -1.88000 2.23000 1.57758
H -2.20215 4.18691 -0.70269
H -3.48367 5.25538 -0.04489
H -3.47191 3.49280 0.46322
H -2.52695 4.83226 4.05153
H -3.55506 3.78095 2.99076
H -3.71695 5.61269 2.88032
C 5.15571 -0.21694 -1.91149
N 4.40003 -1.45351 -2.16145
C 4.75452 -2.52650 -2.98158
C 3.82358 -3.47325 -2.80456
N 2.88583 -3.04509 -1.87480
C 3.21182 -1.76604 -1.54287
S 2.49377 -0.60259 -0.40961
H 5.99538 -0.18772 -2.59735
H 5.54864 -0.23520 -0.86197
H 4.46822 0.63613 -2.05483
H 5.65311 -2.37108 -3.54307
H 3.72590 -4.46816 -3.26991
H 2.13821 -3.62939 -1.40896
Br -0.50907 -5.95122 2.47813
C -0.94118 -5.24034 0.75353
C -2.33414 -5.22908 0.43348
C -2.73565 -4.34637 -0.53712
C -1.73344 -3.55442 -1.18692
C -0.39552 -3.78351 -1.02885
C 0.04398 -4.73620 -0.09165
C -2.20307 -2.27182 -1.84987
O -3.42102 -2.08459 -2.02017
O -1.27624 -1.41988 -2.27830
H -3.00923 -5.88087 0.98300
H -3.78924 -4.12007 -0.73388
H 0.29253 -3.28471 -1.78599
H 1.11051 -4.90650 0.07529